Record 1
{"formula": "CHNO2S", "method": "ωB97M-V/def2-TZVPD", "symbols": ["C", "N", "O", "O", "S", "H"], "coordinates": [[-0.39948, 0.37744, 0.40696], [0.33948, -0.54313, -0.50741], [0.13681, -0.32091, -1.67802], [1.17144, -1.26977, -0.00860], [-0.36220, 0.32298, 1.96528], [-0.88605, 1.43338, -0.17822]], "forces_ev_per_angstrom": [[-1.551, 4.185, -1.574], [0.670, 0.819, 0.331], [-0.001, -0.589, -0.376], [-0.570, -0.147, -0.477], [-0.024, -0.484, 0.863], [1.476, -3.784, 1.233]], "mulliken_charge": [-0.0454, 0.8769, -0.4956, -0.4837, -0.1405, 0.2883], "orbital_gap_ev": 8.227, "homo_ev": -10.121, "smiles": "O=[N+]([O-])C=S"}

Record 2
{"formula": "CHNO2S", "method": "ωB97M-V/def2-TZVPD", "symbols": ["C", "N", "O", "O", "S", "H"], "coordinates": [[-1.43908, 0.37916, 0.03966], [-0.62961, 0.61237, 0.85907], [-2.25290, 0.12477, -0.79200], [0.89961, 0.22872, -0.86552], [1.63034, -0.91195, -0.30828], [1.79163, -0.43307, 1.06708]], "forces_ev_per_angstrom": [[-3.670, -1.069, -3.670], [2.444, 0.909, 2.954], [0.778, 0.306, 0.926], [-0.710, 1.195, -1.272], [1.097, -0.383, 2.560], [0.061, -0.958, -1.498]], "mulliken_charge": [0.7694, -0.4231, -0.3864, -0.3887, 0.2349, 0.1940], "orbital_gap_ev": [9.135, 6.650], "homo_ev": [-10.859, -9.764]}

Record 3
{"formula": "CHNO3", "method": "ωB97M-V/def2-TZVPD", "symbols": ["C", "N", "O", "O", "O", "H"], "coordinates": [[-0.81203, 0.85168, 1.22630], [0.84315, -0.92573, -1.67115], [-0.78079, 1.97757, 0.93627], [-0.86491, -0.21705, 1.53847], [0.94315, 0.05550, -0.98623], [0.67143, -1.74196, -1.04366]], "forces_ev_per_angstrom": [[0.165, 5.335, -1.298], [0.137, 0.582, 0.063], [0.050, -0.160, -0.074], [-0.209, -5.195, 1.380], [-0.042, -0.241, -0.285], [-0.102, -0.321, 0.215]], "mulliken_charge": [0.6974, 0.0051, -0.3874, -0.3081, -0.2249, 0.2179], "orbital_gap_ev": 9.350, "homo_ev": -9.888, "smiles": "O=C=O.N=O"}

Record 4
{"formula": "CHNO3", "method": "ωB97M-V/def2-TZVPD", "symbols": ["C", "N", "O", "O", "O", "H"], "coordinates": [[-0.42712, -0.63318, 0.12741], [-1.86746, 0.08233, -0.03839], [-0.21237, -1.78828, 0.02893], [-2.87243, -0.58340, -0.02840], [-1.75687, 1.28664, 0.06475], [0.15390, 0.29829, 0.06349]], "forces_ev_per_angstrom": [[-0.227, -0.251, -1.921], [-0.131, -1.052, 1.666], [-0.555, 1.531, 0.631], [0.201, 0.276, -0.483], [-0.139, -0.109, -0.533], [0.851, -0.395, 0.641]], "mulliken_charge": [0.1441, 0.8259, -0.3140, -0.4919, -0.5066, 0.3426], "orbital_gap_ev": 9.912, "homo_ev": -11.170, "smiles": "O=C[N+](=O)[O-]"}

Record 5
{"formula": "CHNP2S2", "method": "ωB97M-V/def2-TZVPD", "symbols": ["C", "N", "P", "P", "S", "S", "H"], "coordinates": [[-0.86623, 0.90661, -0.85265], [0.09900, 0.58551, -0.19257], [-0.97686, 2.56704, -2.20566], [-2.48429, 0.05478, -1.45163], [-2.31101, 1.41402, -3.16203], [-1.71598, -1.70750, -1.96293], [0.22534, -0.18816, 0.47399]], "forces_ev_per_angstrom": [[-0.088, 1.755, -1.371], [0.661, 0.124, 1.092], [0.681, -1.305, 1.802], [0.994, -1.017, -0.429], [-0.974, -0.349, -0.585], [-0.764, 0.590, 0.256], [-0.510, 0.203, -0.765]], "mulliken_charge": [0.2265, -0.4453, 0.0961, 0.2059, -0.1171, -0.2517, 0.2858], "orbital_gap_ev": [5.218, 6.959], "homo_ev": [-7.921, -8.362]}

Record 6
{"formula": "CHNS4", "method": "ωB97M-V/def2-TZVPD", "symbols": ["C", "N", "S", "S", "S", "S", "H"], "coordinates": [[0.93101, -1.19907, 0.33377], [1.46298, -0.42967, 0.95924], [-1.60928, 1.74550, 1.25274], [0.74127, 2.47433, -0.97859], [-0.55210, 1.21712, -0.37667], [0.02520, -2.34030, -0.48618], [-0.99908, -1.46792, -0.70431]], "forces_ev_per_angstrom": [[-1.417, -2.170, -1.247], [1.991, 2.288, 1.883], [1.307, -0.740, -2.120], [-0.399, -0.372, 0.100], [-1.177, 1.628, 1.866], [-0.621, -0.274, -0.532], [0.316, -0.359, 0.049]], "mulliken_charge": [0.3841, -0.3336, -0.1276, -0.0926, 0.1465, -0.1215, 0.1447], "orbital_gap_ev": [7.102, 7.089], "homo_ev": [-9.620, -9.610]}

Record 7
{"formula": "CHO2Pt", "method": "ωB97M-V/def2-TZVPD", "symbols": ["O", "C", "O", "Pt", "H"], "coordinates": [[-0.08158, 1.45655, 0.31588], [0.50550, 0.38391, 0.60078], [0.04103, -0.55897, -0.10152], [0.29434, -2.21209, -0.33283], [-0.75928, 0.93060, -0.48232]], "forces_ev_per_angstrom": [[-0.701, -2.459, -1.331], [-0.900, 4.483, 0.324], [-1.195, 4.299, 0.172], [1.492, -9.710, -1.341], [1.304, 3.387, 2.175]], "mulliken_charge": [-0.1552, 0.6527, -0.4049, 1.3831, 0.5243], "s2": 3.754, "orbital_gap_ev": [10.533, 8.414], "homo_ev": [-23.390, -24.173], "multiplicity": 4, "total_charge": 2}

Record 8
{"formula": "CHO3PS", "method": "ωB97M-V/def2-TZVPD", "symbols": ["C", "O", "O", "O", "P", "S", "H"], "coordinates": [[-0.00465, 0.51870, -0.27735], [2.37320, 1.57481, -0.32405], [-2.28545, -1.08605, -0.09535], [-0.38298, -1.66337, 1.36707], [1.73657, 0.37153, 0.12487], [-0.87883, -1.00434, 0.16031], [-0.55786, 1.28871, -0.95550]], "forces_ev_per_angstrom": [[-2.459, -1.486, -0.618], [1.220, 2.657, -0.957], [0.506, -0.174, -0.854], [0.045, 0.361, -2.207], [-0.880, -2.684, 1.013], [0.683, 3.181, 2.533], [0.885, -1.855, 1.091]], "mulliken_charge": [-0.1980, -0.4331, -0.4281, -0.4115, 0.2649, 0.8612, 0.3448], "orbital_gap_ev": [7.312, 7.316], "homo_ev": [-10.127, -10.128], "smiles": "O=PC=S(=O)=O"}